1.
Computed, not measured: a 2-piece molecular cluster, C27H29N7O5S2 overall, with ωB97M-V/def2-TZVPD.

Values from the calculation:
Maximum force in Eh/bohr: 0.0487
Charge: 0
SMILES: COc1ccc(-n2cc(-c3ccc(S(N)(=O)=O)s3)nn2)cc1.CNC(=O)[C@H](Cc1c[nH]c2ccccc12)NC(C)=O
HOMO level in eV: -7.617

Bonds (Å) are listed after each position.
Atoms and positions in Å:
1 C 3.72 3.83 11.98  O2 1.434, H23 1.095, H24 1.095, H25 1.094
2 O 2.38 3.33 11.82  C1 1.434, C3 1.375
3 C 1.82 3.34 10.57  O2 1.375, C4 1.407, C22 1.396
4 C 2.49 3.73 9.39  C3 1.407, C5 1.400, H26 1.084
5 C 1.82 3.71 8.16  C4 1.400, C6 1.406, H27 1.085
6 C 0.48 3.30 8.07  C5 1.406, N7 1.404, C21 1.404
7 N -0.20 3.25 6.84  C6 1.404, C8 1.378, N20 1.364
8 C 0.19 3.87 5.67  N7 1.378, C9 1.353, H28 1.080
9 C -0.70 3.45 4.74  C8 1.353, C10 1.453, N19 1.382
10 C -0.70 3.78 3.32  C9 1.453, C11 1.379, S18 1.757
11 C 0.06 4.74 2.70  C10 1.379, C12 1.451, H29 1.086
12 C -0.14 4.74 1.26  C11 1.451, C13 1.371, H30 1.089
13 C -1.05 3.78 0.89  C12 1.371, S14 1.783, S18 1.742
14 S -1.48 3.34 -0.79  C13 1.783, N15 1.649, O16 1.461, O17 1.460
15 N -1.94 4.79 -1.42  S14 1.649, H31 1.008, H32 1.009
16 O -2.67 2.50 -0.89  S14 1.461
17 O -0.33 2.91 -1.58  S14 1.460
18 S -1.71 2.87 2.21  C10 1.757, C13 1.742
19 N -1.62 2.61 5.34  C9 1.382, N20 1.289
20 N -1.31 2.51 6.59  N7 1.364, N19 1.289
21 C -0.18 2.91 9.25  C6 1.404, C22 1.399, H33 1.087
22 C 0.49 2.94 10.48  C3 1.396, C21 1.399, H34 1.085
23 H 4.43 3.22 11.42  C1 1.095
24 H 3.79 4.87 11.65  C1 1.095
25 H 4.00 3.79 13.04  C1 1.094
26 H 3.53 4.04 9.40  C4 1.084
27 H 2.37 4.00 7.27  C5 1.085
28 H 1.03 4.53 5.50  C8 1.080
29 H 0.75 5.41 3.20  C11 1.086
30 H 0.39 5.39 0.56  C12 1.089
31 H -2.86 4.98 -1.03  N15 1.008
32 H -2.01 4.63 -2.42  N15 1.009
33 H -1.21 2.58 9.21  C21 1.087
34 H -0.03 2.64 11.38  C22 1.085
35 C -2.91 -4.50 -7.81  N36 1.464, H54 1.092, H55 1.090, H56 1.091
36 N -2.14 -5.74 -7.69  C35 1.464, C37 1.339, H57 1.009
37 C -1.14 -6.03 -6.85  N36 1.339, O38 1.223, C39 1.546
38 O -0.66 -7.16 -6.90  C37 1.223
39 C -0.63 -4.98 -5.83  C37 1.546, C40 1.539, N50 1.477, H58 1.088
40 C 0.15 -3.83 -6.50  C39 1.539, C41 1.495, H59 1.090, H60 1.087
41 C 0.48 -2.68 -5.60  C40 1.495, C42 1.351, C49 1.460
42 C 1.67 -2.47 -5.00  C41 1.351, N43 1.382, H61 1.085
43 N 1.61 -1.32 -4.24  C42 1.382, C44 1.378, H62 1.009
44 C 0.37 -0.73 -4.31  N43 1.378, C45 1.400, C49 1.426
45 C -0.18 0.42 -3.74  C44 1.400, C46 1.405, H63 1.079
46 C -1.51 0.76 -4.01  C45 1.405, C47 1.406, H64 1.081
47 C -2.29 -0.07 -4.85  C46 1.406, C48 1.409, H65 1.082
48 C -1.73 -1.22 -5.43  C47 1.409, C49 1.413, H66 1.078
49 C -0.39 -1.59 -5.17  C41 1.460, C44 1.426, C48 1.413
50 N 0.12 -5.54 -4.69  C39 1.477, C51 1.336, H67 1.005
51 C 1.32 -6.13 -4.73  N50 1.336, C52 1.512, O53 1.223
52 C 1.77 -6.77 -3.43  C51 1.512, H68 1.089, H69 1.088, H70 1.088
53 O 2.07 -6.14 -5.70  C51 1.223
54 H -2.36 -3.77 -8.40  C35 1.092
55 H -3.13 -4.08 -6.82  C35 1.090
56 H -3.86 -4.71 -8.31  C35 1.091
57 H -2.38 -6.50 -8.31  N36 1.009
58 H -1.53 -4.53 -5.41  C39 1.088
59 H 1.07 -4.21 -6.94  C40 1.090
60 H -0.44 -3.43 -7.32  C40 1.087
61 H 2.53 -3.12 -5.11  C42 1.085
62 H 2.39 -0.96 -3.71  N43 1.009
63 H 0.42 1.04 -3.09  C45 1.079
64 H -1.95 1.64 -3.56  C46 1.081
65 H -3.32 0.20 -5.05  C47 1.082
66 H -2.33 -1.84 -6.07  C48 1.078
67 H -0.36 -5.58 -3.81  N50 1.005
68 H 2.81 -7.10 -3.55  C52 1.089
69 H 1.14 -7.62 -3.22  C52 1.088
70 H 1.71 -6.04 -2.63  C52 1.088

Here are the Löwdin charges for atoms 1 to 8, given in e: -0.0729, -0.0885, -0.2690, -0.0119, -0.0100, -0.1983, -0.0600, 0.0118

=====

2.
Computed, not measured: a 2-piece molecular cluster, C27H29NO2 overall, with ωB97M-V/def2-TZVPD.

Values from the calculation:
Maximum force in Eh/bohr: 0.0427
Charge: 0
HOMO level in eV: -4.678

Bonds (Å) are listed after each position.
Atoms and positions in Å:
1 C -3.49 0.50 2.11  O2 1.458, H10 1.094, H11 1.100, H12 1.101
2 O -2.45 1.52 2.13  C1 1.458, C3 1.357
3 C -1.14 1.16 2.15  O2 1.357, C4 1.430, C9 1.416
4 C -0.16 2.20 2.18  C3 1.430, C5 1.369, H13 1.090
5 C 1.18 1.91 2.25  C4 1.369, C6 1.468, H14 1.091
6 C 1.67 0.54 2.40  C5 1.468, O7 1.266, C8 1.457
7 O 2.86 0.22 2.71  C6 1.266
8 C 0.65 -0.48 2.20  C6 1.457, C9 1.373, H15 1.088
9 C -0.69 -0.18 2.14  C3 1.416, C8 1.373, H16 1.091
10 H -4.44 1.05 2.09  C1 1.094
11 H -3.43 -0.14 1.22  C1 1.100
12 H -3.46 -0.14 3.01  C1 1.101
13 H -0.50 3.23 2.14  C4 1.090
14 H 1.92 2.72 2.27  C5 1.091
15 H 0.98 -1.51 2.20  C8 1.088
16 H -1.41 -1.00 2.10  C9 1.091
17 C 5.44 -3.47 0.04  C18 1.524, H38 1.093, H39 1.095, H40 1.096
18 C 6.15 -2.23 0.56  C17 1.524, C19 1.531, C20 1.522, C21 1.512
19 C 7.34 -1.88 -0.34  C18 1.531, H41 1.095, H42 1.095, H43 1.094
20 C 5.22 -1.02 0.60  C18 1.522, H44 1.095, H45 1.095, H46 1.088
21 C 6.58 -2.53 1.98  C18 1.512, N22 1.338, C29 1.429
22 N 7.88 -2.57 2.31  C21 1.338, C23 1.387, H47 1.014
23 C 8.06 -2.91 3.64  N22 1.387, C24 1.402, C28 1.382
24 C 6.79 -3.08 4.23  C23 1.402, C25 1.399, C29 1.488
25 C 6.77 -3.33 5.60  C24 1.399, C26 1.407, H48 1.094
26 C 7.99 -3.46 6.30  C25 1.407, C27 1.408, H49 1.093
27 C 9.23 -3.22 5.67  C26 1.408, C28 1.401, H50 1.090
28 C 9.27 -2.92 4.30  C23 1.382, C27 1.401, H51 1.088
29 C 5.81 -2.84 3.13  C21 1.429, C24 1.488, C30 1.395
30 C 4.42 -2.90 3.20  C29 1.395, C31 1.432, H52 1.088
31 C 3.71 -3.44 4.32  C30 1.432, C32 1.424, C37 1.417
32 C 4.07 -4.69 4.91  C31 1.424, C33 1.389, H53 1.098
33 C 3.38 -5.16 6.02  C32 1.389, C34 1.407, H54 1.100
34 C 2.36 -4.39 6.60  C33 1.407, C35 1.500, C36 1.406
35 C 1.69 -4.84 7.86  C34 1.500, H55 1.096, H56 1.097, H57 1.100
36 C 1.97 -3.18 5.99  C34 1.406, C37 1.383, H58 1.099
37 C 2.61 -2.72 4.86  C31 1.417, C36 1.383, H59 1.098
38 H 4.59 -3.74 0.68  C17 1.093
39 H 5.08 -3.30 -0.98  C17 1.095
40 H 6.13 -4.32 0.03  C17 1.096
41 H 7.86 -0.98 -0.01  C19 1.095
42 H 8.05 -2.71 -0.45  C19 1.095
43 H 6.94 -1.67 -1.34  C19 1.094
44 H 5.75 -0.17 1.05  C20 1.095
45 H 4.92 -0.75 -0.42  C20 1.095
46 H 4.33 -1.17 1.20  C20 1.088
47 H 8.65 -2.38 1.68  N22 1.014
48 H 5.82 -3.44 6.13  C25 1.094
49 H 7.98 -3.73 7.36  C26 1.093
50 H 10.16 -3.26 6.23  C27 1.090
51 H 10.18 -2.70 3.75  C28 1.088
52 H 3.81 -2.49 2.40  C30 1.088
53 H 4.89 -5.28 4.47  C32 1.098
54 H 3.66 -6.13 6.47  C33 1.100
55 H 0.84 -4.20 8.10  C35 1.096
56 H 1.33 -5.88 7.78  C35 1.097
57 H 2.37 -4.82 8.73  C35 1.100
58 H 1.15 -2.60 6.45  C36 1.099
59 H 2.32 -1.78 4.38  C37 1.098

Here are the Löwdin charges for atoms 1 to 8, given in e: -0.0816, -0.1295, -0.3213, -0.0556, -0.0514, -0.4944, -0.1547, -0.0798

=====

3.
Computed, not measured: a 9-piece molecular cluster, C27H30Cl12N6 overall, with ωB97M-V/def2-TZVPD.

Values from the calculation:
Maximum force in Eh/bohr: 0.0973
Charge: 0
SMILES: ClC(Cl)(Cl)Cl.ClC(Cl)(Cl)Cl.ClC(Cl)(Cl)Cl.c1cc[nH]c1.c1cc[nH]c1.c1cc[nH]c1.c1cc[nH]c1.c1cc[nH]c1.c1cc[nH]c1
HOMO level in eV: -8.005

Bonds (Å) are listed after each position.
Atoms and positions in Å:
1 Cl 24.47 0.51 -14.60  C2 1.773
2 C 25.30 -0.84 -13.81  Cl1 1.773, Cl3 1.815, Cl4 1.726, Cl5 1.796
3 Cl 24.19 -1.67 -12.63  C2 1.815
4 Cl 25.80 -1.98 -15.01  C2 1.726
5 Cl 26.74 -0.32 -12.87  C2 1.796
6 Cl 30.84 -9.79 -11.02  C7 1.775
7 C 29.91 -8.84 -12.21  Cl6 1.775, Cl8 1.859, Cl9 1.778, Cl10 1.751
8 Cl 28.46 -7.93 -11.49  C7 1.859
9 Cl 30.98 -7.54 -12.78  C7 1.778
10 Cl 29.39 -9.94 -13.47  C7 1.751
11 Cl 20.09 -6.60 -28.34  C12 1.745
12 C 19.35 -8.18 -28.34  Cl11 1.745, Cl13 1.746, Cl14 1.767, Cl15 1.730
13 Cl 20.29 -9.30 -29.29  C12 1.746
14 Cl 19.32 -8.66 -26.64  C12 1.767
15 Cl 17.74 -8.12 -28.98  C12 1.730
16 C 34.25 -14.82 -20.32  C17 1.407, C20 1.405, H21 1.080
17 C 34.00 -15.83 -21.26  C16 1.407, C18 1.411, H22 1.080
18 C 32.78 -16.45 -20.92  C17 1.411, N19 1.340, H23 1.080
19 N 32.28 -15.74 -19.90  C18 1.340, C20 1.307, H24 1.010
20 C 33.10 -14.80 -19.51  C16 1.405, N19 1.307, H25 1.080
21 H 35.07 -14.12 -20.24  C16 1.080
22 H 34.61 -16.12 -22.11  C17 1.080
23 H 32.16 -17.20 -21.39  C18 1.080
24 H 31.46 -15.98 -19.36  N19 1.010
25 H 32.93 -14.23 -18.61  C20 1.080
26 C 31.88 -4.15 -25.58  C27 1.376, C30 1.383, H31 1.080
27 C 31.18 -3.06 -26.05  C26 1.376, C28 1.424, H32 1.080
28 C 29.82 -3.14 -25.65  C27 1.424, N29 1.404, H33 1.080
29 N 29.70 -4.35 -24.95  C28 1.404, C30 1.394, H34 1.010
30 C 30.92 -5.01 -25.08  C26 1.383, N29 1.394, H35 1.080
31 H 32.93 -4.38 -25.55  C26 1.080
32 H 31.58 -2.22 -26.61  C27 1.080
33 H 29.01 -2.42 -25.62  C28 1.080
34 H 28.88 -4.70 -24.46  N29 1.010
35 H 30.98 -5.98 -24.61  C30 1.080
36 C 21.53 -9.28 -12.78  C37 1.455, C40 1.443, H41 1.080
37 C 21.49 -8.23 -13.78  C36 1.455, C38 1.401, H42 1.080
38 C 20.21 -7.66 -13.80  C37 1.401, N39 1.370, H43 1.080
39 N 19.45 -8.24 -12.83  C38 1.370, C40 1.429, H44 1.010
40 C 20.27 -9.15 -12.09  C36 1.443, N39 1.429, H45 1.080
41 H 22.32 -9.99 -12.58  C36 1.080
42 H 22.33 -7.94 -14.40  C37 1.080
43 H 19.91 -6.96 -14.57  C38 1.080
44 H 18.49 -8.11 -12.53  N39 1.010
45 H 19.90 -9.55 -11.15  C40 1.080
46 C 22.16 -0.72 -22.56  C47 1.337, C50 1.390, H51 1.080
47 C 21.64 -0.76 -21.33  C46 1.337, C48 1.356, H52 1.080
48 C 20.84 0.33 -21.21  C47 1.356, N49 1.406, H53 1.080
49 N 21.03 1.12 -22.36  C48 1.406, C50 1.366, H54 1.010
50 C 21.96 0.52 -23.16  C46 1.390, N49 1.366, H55 1.080
51 H 22.73 -1.51 -23.04  C46 1.080
52 H 21.84 -1.56 -20.64  C47 1.080
53 H 20.21 0.67 -20.40  C48 1.080
54 H 20.55 1.96 -22.61  N49 1.010
55 H 22.23 0.84 -24.16  C50 1.080
56 C 26.31 -8.44 -20.59  C57 1.404, C60 1.424, H61 1.080
57 C 27.07 -9.52 -21.08  C56 1.404, C58 1.389, H62 1.080
58 C 26.52 -10.03 -22.25  C57 1.389, N59 1.357, H63 1.080
59 N 25.44 -9.25 -22.51  C58 1.357, C60 1.422, H64 1.010
60 C 25.16 -8.37 -21.43  C56 1.424, N59 1.422, H65 1.080
61 H 26.41 -7.93 -19.64  C56 1.080
62 H 27.89 -9.93 -20.53  C57 1.080
63 H 26.70 -10.91 -22.86  C58 1.080
64 H 24.84 -9.35 -23.31  N59 1.010
65 H 24.35 -7.65 -21.44  C60 1.080
66 C 27.49 -13.45 -29.06  C67 1.402, C70 1.396, H71 1.080
67 C 27.38 -12.28 -29.83  C66 1.402, C68 1.384, H72 1.080
68 C 28.27 -11.39 -29.26  C67 1.384, N69 1.409, H73 1.080
69 N 28.97 -12.10 -28.27  C68 1.409, C70 1.368, H74 1.010
70 C 28.57 -13.41 -28.18  C66 1.396, N69 1.368, H75 1.080
71 H 27.12 -14.39 -29.44  C66 1.080
72 H 26.59 -12.16 -30.56  C67 1.080
73 H 28.45 -10.34 -29.44  C68 1.080
74 H 29.66 -11.64 -27.70  N69 1.010
75 H 29.12 -14.07 -27.53  C70 1.080

Here are the Löwdin charges for atoms 1 to 8, given in e: 0.5214, -2.0334, 0.4742, 0.5455, 0.4921, 0.5109, -1.9890, 0.4461

=====

| no. | Kohn-Sham gap (eV) | electronic energy (eV) |
| --- | --- | --- |
| 1 | 7.3877 | -70807.107 |
| 2 | 2.6191 | -34051.928 |
| 3 | 8.0204 | -187689.356 |